[1]
Below is a structure of composition C29H26N9ReS, with properties calculated with ωB97M-V/def2-TZVPD.

Structure (ORCA input):
```
! wB97M-V def2-TZVPD RIJCOSX def2/J DEFGRID3
* xyz 3 4
Re 0.505 -0.058 0.013
C 3.478 -0.874 2.997
C 4.608 -0.051 2.627
C 4.518 0.665 1.443
C 3.343 0.704 0.683
N 2.210 0.056 1.164
C 2.306 -0.745 2.278
N 3.416 1.419 -0.460
C 2.374 1.912 -1.073
N 1.058 1.603 -0.726
C 0.277 2.742 -0.956
N -0.660 3.151 -0.142
C -1.158 2.468 0.867
C -2.176 3.057 1.656
C -2.829 2.418 2.661
C -2.420 1.097 3.025
C -1.513 0.497 2.227
N -0.869 1.125 1.161
C 1.089 3.657 -1.779
C 0.853 4.943 -2.217
C 1.899 5.740 -2.708
C 3.209 5.261 -2.730
C 3.476 3.931 -2.280
C 2.430 3.094 -1.877
H 3.445 -1.569 3.880
H 5.472 0.136 3.289
H 5.380 1.196 1.001
H 1.366 -1.191 2.614
H -2.361 4.104 1.360
H -3.585 2.984 3.255
H -2.783 0.604 3.934
H -1.054 -0.473 2.381
H -0.103 5.390 -1.939
H 1.696 6.783 -2.915
H 4.032 5.952 -3.021
H 4.508 3.516 -2.288
C -6.118 -1.740 -1.994
C -4.858 -1.996 -1.203
C -4.743 -2.700 -0.039
C -3.522 -2.592 0.672
N -2.430 -1.957 0.186
C -2.530 -1.323 -0.978
S -1.254 -0.380 -1.718
N -3.725 -1.287 -1.605
C -3.343 -3.220 1.997
H -5.933 -0.772 -2.536
H -7.010 -1.800 -1.271
H -6.213 -2.510 -2.796
H -5.575 -3.338 0.326
H -3.796 -0.770 -2.477
H -4.027 -2.808 2.755
H -2.362 -3.028 2.400
H -3.490 -4.295 2.007
N 0.128 -3.129 0.499
C 1.243 -2.947 -0.226
C 2.233 -3.959 -0.379
C 3.187 -3.825 -1.365
C 3.247 -2.585 -2.032
C 2.394 -1.560 -1.718
N 1.302 -1.756 -0.840
H -0.082 -4.078 0.887
H -0.773 -2.596 0.299
H 2.281 -4.694 0.380
H 3.828 -4.664 -1.637
H 4.043 -2.318 -2.759
H 2.457 -0.621 -2.239
*
```

Values from the calculation:
LUMO energy (spin up / spin down), eV: -9.38 / -10.40
Energy, eV: -56846.3529
HOMO-LUMO gap (spin up / spin down), eV: 6.93 / 5.94
F_max, eV/Å: 4.37
Expectation value of S²: 3.769
HOMO level (spin up / spin down), eV: -16.313 / -16.341

Atom charges from the Mulliken analysis, given in e for atoms 1 to 2: -0.312 -0.757

=====

[2]
Below is a cluster of 2 separate species, C4H13N2O in total, with properties calculated with ωB97M-V/def2-TZVPD.

Structure (ORCA input):
```
! wB97M-V def2-TZVPD RIJCOSX def2/J DEFGRID3
* xyz 1 1
C 2.025 -1.215 0.078
C -2.540 0.144 0.351
C -0.572 -0.204 -1.119
C 1.104 0.021 0.056
N 0.582 0.461 1.266
N -1.452 0.700 -0.431
O 1.612 1.164 -0.589
H 2.364 -1.565 -1.008
H 1.592 -2.094 0.575
H 2.895 -1.000 0.623
H -1.961 -0.429 1.225
H -3.096 1.051 0.758
H -3.105 -0.542 -0.343
H -0.829 -1.268 -0.851
H -0.399 0.002 -2.255
H 0.524 -0.186 1.941
H 1.252 1.237 1.568
H -1.712 1.483 -1.058
H -0.754 1.257 0.202
H 2.467 0.985 -0.991
*
```

Values from the calculation:
LUMO energy, eV: -2.84
ΔE to the lowest compared entry with this formula, charge and spin, eV: 3.7287
Energy, eV: -9377.8551
HOMO-LUMO gap, eV: 10.50
F_max, eV/Å: 5.44
HOMO level, eV: -13.332

Atom charges from the Mulliken analysis, given in e for atoms 1 to 2: -1.483 -0.759

=====

[3]
Below is the molecule C21H25NO6, with properties calculated with ωB97M-V/def2-TZVPD.

Structure (ORCA input):
```
! wB97M-V def2-TZVPD RIJCOSX def2/J DEFGRID3
* xyz 0 1
C 1.934 -4.712 -0.503
C 1.375 -3.702 0.490
C 1.883 -2.298 0.327
C 2.743 -1.931 -0.648
C 3.222 -0.574 -0.812
O 3.981 -0.204 -1.671
O 2.761 0.356 0.086
C 1.892 0.030 1.062
C 1.460 1.078 1.874
C 0.554 0.831 2.889
O 0.030 1.779 3.712
C 0.253 3.138 3.395
C -0.362 3.544 2.043
O 0.109 4.422 1.358
N -1.471 2.842 1.746
C -2.141 2.879 0.467
C -1.826 1.620 -0.356
C -0.466 1.733 -1.043
C -0.124 0.434 -1.761
C -1.195 0.105 -2.804
C -0.915 -1.215 -3.481
O -0.955 -1.411 -4.665
O -0.638 -2.199 -2.609
C -2.579 0.037 -2.142
C -2.895 1.339 -1.411
C 0.101 -0.480 3.104
C 0.525 -1.505 2.299
C 1.422 -1.280 1.244
H 1.508 -5.692 -0.304
H 3.015 -4.787 -0.413
H 1.685 -4.433 -1.523
H 0.285 -3.676 0.398
H 1.610 -4.034 1.505
H 3.129 -2.627 -1.373
H 1.852 2.061 1.668
H 1.318 3.393 3.396
H -0.239 3.704 4.192
H -1.754 2.114 2.386
H -3.219 2.958 0.641
H -1.796 3.775 -0.051
H -1.797 0.767 0.336
H 0.307 1.965 -0.312
H -0.495 2.553 -1.763
H -0.072 -0.383 -1.038
H 0.849 0.521 -2.248
H -1.207 0.875 -3.581
H -0.479 -3.025 -3.092
H -3.338 -0.157 -2.903
H -2.590 -0.792 -1.431
H -3.878 1.258 -0.941
H -2.929 2.165 -2.123
H -0.592 -0.655 3.911
H 0.151 -2.500 2.478
*
```

Values from the calculation:
LUMO energy, eV: 0.05
SMILES string: CCc1cc(=O)oc2cc(OCC(=O)NC[C@H]3CC[C@H](C(=O)O)CC3)ccc12
ΔE to the lowest compared entry with this formula, charge and spin, eV: 0.4208
Energy, eV: -35959.8507
HOMO-LUMO gap, eV: 8.73
F_max, eV/Å: 0.98
HOMO level, eV: -8.682

Atom charges from the Mulliken analysis, given in e for atoms 1 to 2: -1.695 -0.253

=====

[4]
Below is a structure of composition C4H5CuO6, with properties calculated with ωB97M-V/def2-TZVPD.

Structure (ORCA input):
```
! wB97M-V def2-TZVPD RIJCOSX def2/J DEFGRID3
* xyz 1 2
C -0.821 0.752 0.115
C 0.672 0.873 -0.080
O 1.280 -0.358 0.360
O -1.263 -0.587 0.155
H -1.307 1.225 -0.748
H -1.123 1.297 1.024
H 1.067 1.702 0.521
H 0.919 1.029 -1.138
H -0.481 -1.165 0.301
C 2.562 -0.536 0.132
O 3.130 -1.552 0.628
O 3.261 0.347 -0.452
Cu 4.669 -0.712 -0.068
O -4.442 0.340 -0.040
O -3.996 -1.892 -0.473
C -4.126 -0.762 -0.236
*
```

Values from the calculation:
LUMO energy (spin up / spin down), eV: -6.78 / -8.64
ΔE to the lowest compared entry with this formula, charge and spin, eV: 0.0000
Energy, eV: -61144.4932
HOMO-LUMO gap (spin up / spin down), eV: 6.92 / 5.07
F_max, eV/Å: 4.62
Expectation value of S²: 0.755
HOMO level (spin up / spin down), eV: -13.705 / -13.703

Atom charges from the Mulliken analysis, given in e for atoms 1 to 2: -0.299 -0.348